One molecule with the formula C24H32N2O4S, computed with the ωB97M-V functional and the def2-TZVPD basis.

Element x y z (Å)
C1 -2.19105 -3.47512 3.13384
C2 -1.66280 -3.16864 1.76489
C3 -2.41697 -2.46493 0.84129
C4 -1.93719 -2.16144 -0.42664
C5 -2.83618 -1.44850 -1.39500
C6 -0.64177 -2.56071 -0.76390
O1 -0.08679 -2.30603 -2.00341
C7 0.05459 -0.95527 -2.40730
C8 1.51218 -0.48411 -2.32005
O2 2.22276 -0.50011 -3.30892
N1 1.96843 -0.03696 -1.12316
C9 1.18236 0.01553 0.09763
C10 0.02730 0.98844 0.05950
C11 -1.01715 0.82862 0.96220
C12 -2.09445 1.68817 0.97501
C13 -2.18082 2.75947 0.07288
N2 -3.27637 3.59003 0.04746
C14 -4.24341 3.52335 1.11681
C15 -3.24025 4.79156 -0.75107
C16 -1.11931 2.91773 -0.82856
C17 -0.04468 2.05029 -0.83136
C18 3.36457 0.36593 -1.04920
C19 4.18686 -0.70626 -0.28335
C20 5.34459 -0.04529 0.42584
S1 4.49586 1.40389 1.11892
O3 3.60245 0.97165 2.16057
O4 5.39412 2.48202 1.42116
C21 3.54806 1.73454 -0.39807
C22 0.12522 -3.30813 0.14102
C23 1.49128 -3.79032 -0.24672
C24 -0.39698 -3.59930 1.38985
H1 -3.20625 -3.10509 3.25123
H2 -2.18927 -4.54972 3.31041
H3 -1.56252 -3.01274 3.89430
H4 -3.41633 -2.14636 1.10264
H5 -3.86546 -1.76600 -1.23969
H6 -2.55575 -1.67184 -2.42119
H7 -2.79570 -0.36829 -1.24405
H8 -0.20997 -0.91675 -3.46978
H9 -0.59302 -0.28687 -1.83910
H10 0.79250 -0.97837 0.33622
H11 1.85100 0.29936 0.91708
H12 -0.98607 0.00964 1.66602
H13 -2.87445 1.51442 1.69679
H14 -5.02045 4.26492 0.94718
H15 -4.71949 2.54055 1.13716
H16 -3.79127 3.71474 2.09725
H17 -2.42321 5.46122 -0.45671
H18 -4.17980 5.32748 -0.63882
H19 -3.12388 4.54134 -1.80775
H20 -1.12153 3.72298 -1.54371
H21 0.73827 2.19811 -1.56247
H22 3.70559 0.40026 -2.09047
H23 3.54631 -1.16948 0.46933
H24 4.51143 -1.48053 -0.97865
H25 5.77351 -0.64893 1.21736
H26 6.11619 0.32072 -0.24416
H27 4.15954 2.40394 -0.99434
H28 2.61255 2.21960 -0.14082
H29 1.90755 -3.16989 -1.03675
H30 2.15909 -3.79056 0.61251
H31 1.42687 -4.80929 -0.62761
H32 0.19956 -4.16868 2.08848

Properties
HOMO energy, eV: -7.7
E_LUMO, eV: 0.61
2S+1: 1
Energy relative to the best compared isomer or geometry (same formula, charge and spin), kcal/mol: 34.94
Total charge: 0
Calculated total energy, Eh: -1742.38532
HOMO-LUMO gap, eV: 8.35

Atom charges from the Löwdin analysis, given in e for atoms 1 to 2: -0.051, -0.277